This record from the OMol25 dataset describes a cluster of 2 separate species, C2H6N2O2 in total. The level of theory is the ωB97M-V functional and the def2-TZVPD basis.

The geometry in XYZ format:
```
12
C2H6N2O2 | the OMol25 dataset | the ωB97M-V functional and the def2-TZVPD basis
C -0.212 -0.982 -0.980
N 0.723 0.419 0.205
C 0.090 1.638 0.465
O 0.306 -0.690 1.008
O 0.096 -2.257 -0.962
N -0.944 1.794 1.182
H -0.206 -2.633 -0.117
H 1.737 0.482 0.135
H -1.171 -0.632 -0.624
H 0.214 -0.510 -1.857
H -1.170 0.895 1.620
H 0.536 2.474 -0.075
```

Output
Kohn-Sham gap, eV: 8.21
Largest force on an atom, eV/A: 0.6
HOMO, eV: -8.18
Energy relative to the best compared isomer or geometry (same formula, charge and spin), kcal/mol: 136.89

Mulliken population analysis, charges in e, atoms 1 to 6: atom 1 (C): 0.043, atom 2 (N): -0.145, atom 3 (C): -0.038, atom 4 (O): -0.716, atom 5 (O): -0.378, atom 6 (N): -0.635


This record from the OMol25 dataset describes a structure of composition C5H13NOP. The level of theory is the ωB97M-V functional and the def2-TZVPD basis.

The geometry in XYZ format:
```
21
C5H13NOP | the OMol25 dataset | the ωB97M-V functional and the def2-TZVPD basis
C -0.705 0.796 0.142
C 0.039 -0.279 0.075
C -2.169 0.819 0.276
C -0.458 -2.864 0.496
C -0.014 -1.657 -0.393
N -0.007 2.006 -0.029
O 2.719 2.277 -0.639
P 1.955 0.868 0.024
H -2.551 0.091 0.926
H -2.580 0.584 -0.695
H -2.444 1.809 0.651
H -1.513 -2.844 0.659
H -0.022 -2.714 1.410
H -0.099 -3.806 0.186
H -0.829 -1.652 -1.330
H 0.880 -1.954 -0.894
H -0.153 2.328 -1.066
H 3.014 0.013 -0.150
H -0.341 2.772 0.559
H 2.994 2.263 -1.541
H 2.283 1.142 1.332
```

Output
Kohn-Sham gap, eV: 9.49
Total charge: +1
Largest force on an atom, eV/A: 4.8
HOMO, eV: -13.96
Energy relative to the best compared isomer or geometry (same formula, charge and spin), kcal/mol: 52.88

Mulliken population analysis, charges in e, atoms 1 to 6: atom 1 (C): 0.481, atom 2 (C): -0.028, atom 3 (C): -1.317, atom 4 (C): -1.238, atom 5 (C): -0.576, atom 6 (N): -0.373


This record from the OMol25 dataset describes a structure of composition C4H4BiLi2O2. The level of theory is the ωB97M-V functional and the def2-TZVPD basis.

The geometry in XYZ format:
```
13
C4H4BiLi2O2 | the OMol25 dataset | the ωB97M-V functional and the def2-TZVPD basis
O 1.227 0.280 -2.681
C 1.455 -0.381 -1.641
C 1.547 -0.516 -0.365
Li 2.461 0.450 -4.097
Li 0.106 1.685 -1.994
H 2.292 -1.456 -1.006
C 2.187 -0.460 2.637
C 2.875 0.018 1.509
O 0.943 -0.791 2.612
H 2.749 -0.692 3.556
H 3.911 -0.331 1.417
H 2.707 1.095 1.364
Bi -0.108 -0.909 0.958
```

Output
Kohn-Sham gap (alpha / beta), eV: 7.01 / 6.75
Total charge: +3
Largest force on an atom, eV/A: 4.6
HOMO (alpha / beta), eV: -20.55 / -19.93

Mulliken population analysis, charges in e, atoms 1 to 6: atom 1 (O): -0.903, atom 2 (C): 0.776, atom 3 (C): -0.726, atom 4 (Li): 0.944, atom 5 (Li): 0.915, atom 6 (H): 0.360


This record from the OMol25 dataset describes a structure of composition C28H35N5OP2Zn. The level of theory is the ωB97M-V functional and the def2-TZVPD basis.

The geometry in XYZ format:
```
72
C28H35N5OP2Zn | the OMol25 dataset | the ωB97M-V functional and the def2-TZVPD basis
Zn 4.083 0.662 -0.416
C -2.304 -1.324 -1.734
C -1.308 -1.599 -2.576
C -0.803 -0.770 -3.708
C -0.009 0.540 -3.527
C -0.876 1.805 -3.438
C -2.194 1.904 -3.118
C -3.235 0.769 -3.071
C -3.281 -0.206 -1.858
C 2.942 2.304 -0.194
H -2.386 -1.898 -0.807
H -0.636 -2.445 -2.341
H -1.607 -0.515 -4.386
H -0.113 -1.435 -4.232
H 0.715 0.436 -2.678
H 0.598 0.639 -4.464
H -0.373 2.755 -3.640
H -2.627 2.928 -3.047
H -3.260 0.186 -4.007
H -4.196 1.316 -3.039
H -3.152 0.365 -0.938
H -4.306 -0.613 -1.841
H 2.715 2.107 0.846
H 1.992 2.204 -0.735
H 3.479 3.265 -0.330
P 2.172 2.474 -6.619
P 2.125 -1.151 -7.109
N 0.886 3.655 -6.939
N 3.437 3.417 -7.460
N 0.444 -1.437 -7.830
N 2.880 -2.516 -7.908
C 1.714 1.423 -8.101
C 2.610 0.176 -8.250
C 0.187 4.337 -5.933
C -0.695 5.227 -6.529
C -0.524 5.111 -7.951
C 0.420 4.117 -8.174
C 4.619 3.809 -6.820
C 5.470 4.402 -7.738
C 4.788 4.412 -9.004
C 3.563 3.789 -8.803
C -0.711 -1.437 -7.032
C -1.853 -1.495 -7.834
C -1.397 -1.521 -9.197
C -0.001 -1.408 -9.156
C 2.526 -3.277 -9.029
C 3.548 -4.173 -9.288
C 4.584 -3.930 -8.332
C 4.165 -2.915 -7.506
H 1.779 2.035 -9.005
H 0.645 1.187 -7.993
H 2.523 -0.178 -9.285
H 3.661 0.462 -8.056
H 0.363 4.086 -4.897
H -1.364 5.877 -5.996
H -1.038 5.672 -8.713
H 0.749 3.675 -9.103
H 4.733 3.619 -5.768
H 6.467 4.784 -7.535
H 5.149 4.830 -9.939
H 2.791 3.574 -9.528
H -0.617 -1.430 -5.962
H -2.879 -1.477 -7.471
H -2.025 -1.600 -10.083
H 0.694 -1.365 -9.981
H 1.585 -3.143 -9.532
H 3.564 -4.890 -10.083
H 5.513 -4.457 -8.249
H 4.628 -2.419 -6.669
O 1.268 -1.303 2.092
C 1.951 -0.888 1.205
N 2.646 -0.547 0.291
```

Output
Kohn-Sham gap, eV: 6.53
Largest force on an atom, eV/A: 3.2
HOMO, eV: -8.39
Energy relative to the best compared isomer or geometry (same formula, charge and spin), kcal/mol: 0.00

Mulliken population analysis, charges in e, atoms 1 to 6: atom 1 (Zn): 0.261, atom 2 (C): -0.748, atom 3 (C): -0.614, atom 4 (C): -0.710, atom 5 (C): 1.098, atom 6 (C): -0.139


This record from the OMol25 dataset describes a cluster of 4 separate species, C3H12O4 in total. The level of theory is the ωB97M-V functional and the def2-TZVPD basis.

The geometry in XYZ format:
```
19
C3H12O4 | the OMol25 dataset | the ωB97M-V functional and the def2-TZVPD basis
C 2.244 -1.380 0.227
C 1.473 -0.094 -0.063
C 0.121 -0.195 -0.294
O -0.623 0.906 -0.662
H 3.092 -1.592 -0.482
H 2.661 -1.397 1.237
H 1.577 -2.226 0.101
H 1.906 0.751 -0.614
H -0.516 -1.037 -0.012
H -0.720 0.765 -1.607
H -2.731 -1.923 -1.827
H -2.962 -0.562 -2.528
O -2.279 -1.208 -2.318
H 1.577 2.472 1.688
H 0.276 2.705 1.169
O 0.740 2.878 2.001
H -2.402 0.742 0.815
H -1.223 0.179 1.565
O -2.209 0.216 1.605
```

Output
Kohn-Sham gap, eV: 10.03
Largest force on an atom, eV/A: 3.5
HOMO, eV: -9.68
Energy relative to the best compared isomer or geometry (same formula, charge and spin), kcal/mol: 37.02
Structure (SMILES): C/C=C/O.O.O.O

Mulliken population analysis, charges in e, atoms 1 to 6: atom 1 (C): -1.046, atom 2 (C): -0.055, atom 3 (C): -0.520, atom 4 (O): -0.469, atom 5 (H): 0.274, atom 6 (H): 0.259


This record from the OMol25 dataset describes a structure of composition C21H33KN3O6PS5. The level of theory is the ωB97M-V functional and the def2-TZVPD basis.

The geometry in XYZ format:
```
70
C21H33KN3O6PS5 | the OMol25 dataset | the ωB97M-V functional and the def2-TZVPD basis
K 10.712 10.820 9.369
C 12.159 13.649 12.561
C 13.486 13.355 11.781
S 13.349 11.934 10.692
C 14.063 12.535 9.135
C 13.428 13.806 8.556
S 11.661 13.554 8.173
C 10.847 14.979 8.987
C 11.155 15.280 10.504
S 10.627 13.940 11.646
H 12.361 14.452 13.258
H 11.899 12.774 13.159
H 14.253 13.169 12.541
H 13.783 14.241 11.199
H 13.964 11.669 8.483
H 15.181 12.671 9.164
H 13.973 13.983 7.614
H 13.514 14.638 9.243
H 9.780 14.787 8.837
H 11.191 15.893 8.436
H 10.606 16.195 10.755
H 12.215 15.508 10.716
O 16.245 7.981 6.003
C 15.326 8.543 6.643
O 14.805 9.664 6.513
C 14.698 7.611 7.762
C 15.151 6.292 7.928
C 14.560 5.502 8.906
C 13.678 6.083 9.751
C 13.355 7.424 9.637
N 13.870 8.187 8.638
H 15.951 6.004 7.271
H 14.780 4.432 9.016
H 13.218 5.538 10.555
H 12.778 7.917 10.448
C 7.861 5.917 10.864
C 7.999 7.362 10.997
C 7.412 8.243 10.205
C 7.547 9.699 10.613
N 8.877 9.861 11.150
C 9.431 8.992 11.907
S 11.055 8.984 12.584
N 8.729 7.796 12.114
C 6.392 10.040 11.523
H 7.196 5.606 10.045
H 7.420 5.450 11.765
H 8.806 5.370 10.653
H 6.804 7.930 9.376
H 9.286 7.158 12.608
H 5.427 9.918 11.000
H 6.485 11.014 12.012
H 6.461 9.217 12.284
C 8.031 8.902 6.303
P 9.841 8.531 6.333
C 10.483 10.274 6.449
C 10.136 8.278 4.529
H 7.686 9.811 5.783
H 7.701 9.110 7.336
H 7.540 8.016 5.933
H 10.411 10.737 5.473
H 11.515 10.227 6.778
H 9.770 10.772 7.087
H 9.711 9.099 3.957
H 9.689 7.332 4.247
H 11.213 8.259 4.359
O 6.402 12.236 8.170
S 7.433 12.102 9.175
O 7.190 12.664 10.496
O 8.799 12.367 8.702
O 7.439 10.440 9.387
```

Output
Kohn-Sham gap, eV: 6.06
Total charge: -2
Largest force on an atom, eV/A: 2.4
HOMO, eV: -2.40
Energy relative to the best compared isomer or geometry (same formula, charge and spin), kcal/mol: 12.53

Mulliken population analysis, charges in e, atoms 1 to 6: atom 1 (K): 0.846, atom 2 (C): -0.863, atom 3 (C): -0.939, atom 4 (S): 0.116, atom 5 (C): -0.578, atom 6 (C): -0.929


This record from the OMol25 dataset describes the molecule C6H7IO. The level of theory is the ωB97M-V functional and the def2-TZVPD basis.

The geometry in XYZ format:
```
15
C6H7IO | the OMol25 dataset | the ωB97M-V functional and the def2-TZVPD basis
C -1.142 0.538 -3.371
C -1.301 0.475 -2.181
C -1.627 0.405 -0.796
C 0.879 -0.155 -0.324
C -0.697 0.205 1.636
C -0.316 0.584 0.231
O -2.730 0.279 -0.350
I 0.022 2.750 0.096
H -0.987 0.612 -4.406
H 0.640 -1.218 -0.405
H 1.744 -0.042 0.328
H 1.149 0.210 -1.316
H 0.063 0.532 2.345
H -0.793 -0.879 1.712
H -1.650 0.652 1.910
```

Output
Kohn-Sham gap, eV: 9.34
Largest force on an atom, eV/A: 3.4
HOMO, eV: -9.49
Energy relative to the best compared isomer or geometry (same formula, charge and spin), kcal/mol: 3.13
Structure (SMILES): C#CC(=O)C(C)(C)I

Mulliken population analysis, charges in e, atoms 1 to 6: atom 1 (C): 0.377, atom 2 (C): -0.349, atom 3 (C): 0.038, atom 4 (C): -1.404, atom 5 (C): -1.371, atom 6 (C): 0.346


This record from the OMol25 dataset describes a cluster of 2 separate species, C34H32ClFIN2O13P in total. The level of theory is the ωB97M-V functional and the def2-TZVPD basis.

The geometry in XYZ format:
```
85
C34H32ClFIN2O13P | the OMol25 dataset | the ωB97M-V functional and the def2-TZVPD basis
C 1.810 -4.942 0.809
C 1.811 -3.448 0.495
O 1.100 -2.647 1.033
O 2.675 -3.051 -0.517
C 4.050 -3.082 -0.096
C 4.789 -2.061 -0.970
C 4.698 -0.633 -0.389
C 4.022 0.398 -1.374
C 2.961 1.180 -0.598
C 3.264 1.941 0.534
C 4.702 2.070 1.080
C 5.016 1.068 2.205
O 6.056 0.479 2.273
Cl 3.808 0.695 3.486
C 2.281 2.644 1.231
N 2.625 3.476 2.377
C 1.714 3.272 3.524
C 2.501 4.840 1.944
C 3.335 5.345 0.758
O 1.775 5.634 2.501
C 0.954 2.572 0.833
C 0.665 1.815 -0.270
C 1.633 1.148 -0.993
C 1.143 0.397 -2.221
O 1.770 0.464 -3.256
C -0.154 -0.350 -2.024
C -0.445 -1.602 -2.535
I 1.064 -2.508 -3.762
C -1.646 -2.228 -2.270
C -1.956 -3.627 -2.802
C -0.945 -4.718 -2.330
C -1.624 -6.093 -2.167
F -0.765 -7.068 -2.726
C -2.637 -1.592 -1.504
P -4.255 -2.363 -1.160
O -5.249 -1.450 -0.615
O -4.000 -3.530 -0.054
O -4.892 -3.041 -2.493
C -2.348 -0.321 -0.978
N -3.243 0.376 -0.152
C -1.119 0.294 -1.262
C -0.778 1.687 -0.738
O -1.565 2.599 -0.665
H 0.758 -5.247 0.859
H 2.243 -5.104 1.801
H 2.312 -5.527 0.034
H 4.478 -4.087 -0.254
H 4.145 -2.845 0.974
H 5.845 -2.374 -0.941
H 4.469 -2.155 -2.013
H 5.701 -0.247 -0.173
H 4.136 -0.630 0.551
H 3.567 -0.208 -2.155
H 4.775 1.086 -1.775
H 4.901 3.090 1.413
H 5.365 1.783 0.260
H 0.674 3.553 3.333
H 2.092 3.879 4.352
H 1.728 2.231 3.844
H 3.459 4.597 -0.031
H 2.799 6.199 0.333
H 4.282 5.733 1.152
H 0.161 3.104 1.353
H -1.965 -3.608 -3.903
H -2.947 -3.969 -2.500
H -0.385 -4.434 -1.433
H -0.234 -4.868 -3.146
H -2.540 -6.131 -2.765
H -1.758 -6.384 -1.122
H -3.903 -3.006 0.759
H -5.147 -2.291 -3.049
H -3.849 1.004 -0.668
H -2.742 0.863 0.582
C -5.955 2.374 0.992
C -5.276 2.639 2.171
C -5.812 3.860 2.955
O -5.361 4.186 4.064
C -6.864 4.638 2.358
C -7.536 4.380 1.166
C -7.069 3.097 0.435
O -7.610 2.684 -0.599
O -8.452 5.060 0.649
O -4.300 1.996 2.644
H -5.645 1.522 0.392
H -7.139 5.516 2.936
```

Output
Kohn-Sham gap, eV: 2.13
Total charge: -2
Largest force on an atom, eV/A: 2.3
HOMO, eV: 0.27
Energy relative to the best compared isomer or geometry (same formula, charge and spin), kcal/mol: 0.00

Mulliken population analysis, charges in e, atoms 1 to 6: atom 1 (C): -1.211, atom 2 (C): 0.635, atom 3 (O): -0.522, atom 4 (O): 0.007, atom 5 (C): -0.847, atom 6 (C): -1.170